Record 1
{"formula": "C35H48N3O2SSr", "method": "ωB97M-V with the def2-TZVPD basis set", "elements": ["Sr", "C", "C", "C", "C", "C", "C", "C", "N", "C", "C", "C", "C", "C", "C", "O", "C", "C", "C", "C", "C", "C", "C", "C", "C", "O", "C", "C", "C", "C", "C", "C", "H", "H", "H", "H", "H", "H", "H", "H", "H", "H", "H", "H", "H", "H", "H", "H", "H", "H", "H", "H", "H", "H", "H", "H", "H", "H", "H", "H", "H", "H", "H", "H", "H", "H", "H", "H", "H", "H", "H", "H", "N", "C", "S", "N", "C", "C", "C", "C", "C", "C", "H", "H", "H", "H", "H", "H", "H", "H"], "xyz": [[2.7393, -1.2669, -1.2825], [-4.2820, 1.7972, -0.2163], [-3.3796, 0.6807, 0.3301], [-4.1745, -0.6368, 0.3896], [-2.9493, 1.0375, 1.7587], [-2.1833, 0.5038, -0.5994], [-0.9318, 0.9273, -0.2917], [0.1801, 0.5166, -1.0965], [1.4620, 0.6237, -0.6990], [1.9423, 1.4101, 0.3000], [1.5132, 2.7354, 0.5652], [2.0582, 3.4301, 1.6011], [2.9628, 2.7344, 2.4739], [3.4175, 1.4611, 2.2920], [2.9735, 0.7687, 1.1068], [3.3521, -0.4199, 0.7866], [4.3171, 0.7700, 3.3244], [4.6292, 1.6861, 4.5044], [3.5853, -0.4713, 3.8730], [5.6588, 0.3496, 2.6905], [1.7254, 4.8821, 1.8999], [0.9011, 4.9439, 3.1981], [3.0251, 5.6836, 2.0839], [0.9156, 5.5250, 0.7727], [-0.0204, -0.3324, -2.2891], [0.9959, -0.8541, -2.8439], [-1.3946, -0.5273, -2.7195], [-2.3809, -0.1433, -1.8742], [-1.6917, -1.0905, -4.1164], [-3.1946, -1.0739, -4.4077], [-1.1865, -2.5360, -4.2525], [-1.0023, -0.2010, -5.1745], [-5.1228, 1.9644, 0.4637], [-4.6872, 1.5392, -1.2010], [-3.7253, 2.7347, -0.3092], [-5.0046, -0.5356, 1.0932], [-3.5354, -1.4599, 0.7335], [-4.5966, -0.9065, -0.5839], [-3.8055, 0.9396, 2.4297], [-2.5908, 2.0700, 1.8299], [-2.1621, 0.3685, 2.1163], [-0.7238, 1.4688, 0.6198], [0.8000, 3.1826, -0.1192], [3.3009, 3.2717, 3.3554], [3.7206, 1.9998, 5.0309], [5.1824, 2.5791, 4.1900], [5.2533, 1.1427, 5.2195], [2.6467, -0.1848, 4.3605], [4.2164, -0.9717, 4.6165], [3.3611, -1.1823, 3.0795], [6.2215, 1.2297, 2.3577], [5.5045, -0.3059, 1.8375], [6.2637, -0.1837, 3.4300], [1.4514, 4.5194, 4.0461], [-0.0373, 4.3902, 3.0885], [0.6609, 5.9841, 3.4373], [3.5986, 5.3421, 2.9507], [2.7875, 6.7394, 2.2392], [3.6631, 5.6043, 1.1969], [-0.0846, 5.0863, 0.6907], [1.4229, 5.4272, -0.1940], [0.7917, 6.5903, 0.9787], [-3.4073, -0.3115, -2.1863], [-3.7395, -1.7744, -3.7635], [-3.3593, -1.3808, -5.4445], [-3.6224, -0.0719, -4.2864], [-1.7536, -3.2053, -3.6028], [-0.1303, -2.6162, -4.0011], [-1.3224, -2.8715, -5.2869], [-1.3037, 0.8457, -5.0551], [-1.2943, -0.5257, -6.1800], [0.0836, -0.2582, -5.0989], [1.9771, -4.8308, 0.1271], [0.7600, -4.3185, -0.2024], [0.4656, -2.6606, -0.0220], [-0.1110, -5.2245, -0.6653], [-1.4525, -5.0898, -1.1810], [-2.3861, -4.1862, -0.6878], [-3.6741, -4.1859, -1.2119], [-4.0383, -5.0700, -2.2163], [-3.1021, -5.9746, -2.7019], [-1.8157, -5.9880, -2.1816], [2.5385, -4.2572, 0.7169], [2.1010, -5.8248, 0.2360], [0.2648, -6.1462, -0.8102], [-2.1233, -3.4977, 0.0988], [-4.4038, -3.4878, -0.8107], [-5.0490, -5.0642, -2.6134], [-3.3714, -6.6783, -3.4824], [-1.0848, -6.7022, -2.5581]], "forces_ev_per_a": [[0.66, -1.08, -0.52], [-0.05, 0.02, -0.06], [-0.03, -0.02, -0.01], [0.05, -0.05, -0.02], [0.05, 0.07, -0.08], [-0.01, -0.05, -0.07], [0.21, -0.09, -0.16], [0.23, 0.17, 0.16], [-0.63, 0.69, 0.37], [-0.27, -0.26, -0.11], [-0.08, -0.13, -0.11], [0.07, -0.13, 0.10], [-0.07, 0.22, 0.11], [0.10, -0.10, 0.02], [-0.08, -0.28, -0.02], [0.17, 0.68, 0.32], [0.04, -0.15, -0.19], [0.03, 0.12, 0.12], [0.04, 0.03, 0.04], [-0.08, 0.13, 0.02], [-0.02, 0.10, 0.09], [0.03, -0.03, 0.06], [0.06, -0.01, -0.03], [-0.02, -0.02, -0.08], [0.05, 0.19, 0.33], [-0.53, 0.34, -0.12], [0.29, -0.09, -0.57], [-0.26, 0.17, 0.13], [0.09, 0.04, 0.00], [-0.05, -0.06, -0.03], [-0.05, 0.01, -0.08], [-0.04, 0.02, 0.09], [0.04, -0.02, -0.08], [0.05, 0.05, 0.11], [-0.06, -0.09, 0.01], [0.05, 0.00, -0.05], [-0.09, 0.11, -0.05], [0.05, 0.01, 0.15], [0.05, 0.06, -0.04], [0.02, -0.12, -0.01], [-0.06, 0.02, 0.01], [0.00, -0.08, 0.05], [0.08, -0.03, 0.08], [-0.08, -0.08, -0.21], [0.13, -0.04, -0.05], [-0.07, -0.12, 0.07], [-0.05, 0.07, -0.07], [0.12, -0.02, -0.06], [-0.09, 0.08, -0.09], [-0.01, 0.01, 0.00], [-0.08, -0.12, 0.06], [0.00, -0.03, -0.02], [-0.04, 0.07, -0.05], [-0.09, 0.07, -0.12], [0.10, 0.06, 0.02], [0.02, -0.09, 0.00], [-0.05, 0.06, -0.12], [0.03, -0.08, 0.01], [-0.07, 0.02, 0.11], [0.11, 0.03, -0.02], [-0.07, 0.03, 0.13], [-0.02, -0.06, -0.01], [0.19, 0.01, 0.12], [0.04, 0.11, -0.06], [0.00, 0.00, 0.11], [0.05, -0.14, -0.07], [-0.02, -0.03, 0.06], [-0.02, 0.02, -0.02], [0.00, 0.02, 0.12], [0.02, -0.12, -0.03], [0.05, 0.03, 0.17], [-0.03, 0.00, 0.02], [-0.17, -0.06, -0.32], [-0.24, -0.05, 0.02], [-0.10, -0.41, 0.08], [-0.44, 0.30, -0.17], [0.19, 0.02, 0.02], [0.10, -0.05, 0.01], [-0.01, 0.10, 0.05], [-0.02, -0.03, -0.07], [0.05, -0.03, 0.03], [0.09, -0.03, -0.06], [0.25, 0.24, 0.35], [-0.01, -0.05, 0.00], [0.01, -0.21, 0.04], [0.04, 0.02, 0.05], [0.12, -0.09, -0.06], [0.15, 0.01, 0.06], [0.04, 0.08, 0.09], [-0.11, 0.11, 0.03]], "gap_ev": [5.635, 6.146], "total_charge": 1}



Record 2
{"formula": "C35H49AsN4O6PRbS", "method": "ωB97M-V with the def2-TZVPD basis set", "elements": ["Rb", "O", "C", "C", "N", "C", "C", "O", "O", "C", "C", "O", "O", "H", "H", "H", "H", "H", "H", "H", "H", "H", "C", "C", "C", "C", "N", "C", "C", "C", "C", "C", "C", "N", "H", "H", "H", "H", "H", "H", "H", "H", "C", "C", "C", "C", "C", "C", "C", "C", "C", "S", "C", "N", "H", "H", "H", "H", "H", "H", "H", "H", "C", "As", "C", "C", "O", "H", "H", "H", "H", "H", "H", "H", "H", "H", "C", "C", "P", "C", "C", "C", "C", "H", "H", "H", "H", "H", "H", "H", "H", "H", "H", "H", "H", "H", "H", "H"], "xyz": [[-0.5270, 0.7899, -0.0337], [-2.8866, 1.1459, -3.0341], [-4.1587, 0.9185, -2.4580], [-4.5832, 2.0502, -1.5311], [-3.8058, 2.0438, -0.3090], [-4.3326, 1.2415, 0.7767], [-3.4242, 0.0649, 1.1978], [-3.2339, -0.1249, 2.4238], [-2.9515, -0.6162, 0.2589], [-3.2284, 3.3112, 0.0908], [-2.4601, 4.0067, -1.0615], [-2.6235, 5.2298, -1.1781], [-1.7258, 3.2489, -1.7608], [-2.4308, 1.8501, -2.5065], [-4.1516, -0.0093, -1.8728], [-4.8910, 0.8136, -3.2700], [-5.6645, 1.9640, -1.3249], [-4.4304, 2.9987, -2.0519], [-5.2754, 0.7805, 0.4562], [-4.5546, 1.8584, 1.6563], [-2.4988, 3.1263, 0.8887], [-3.9723, 4.0157, 0.4946], [3.9354, -1.5672, 0.9260], [3.6205, -2.8883, 1.1683], [2.4959, -3.4274, 0.5570], [1.7169, -2.6137, -0.2541], [2.0282, -1.3395, -0.5087], [3.1172, -0.8381, 0.0642], [0.4559, -3.1293, -0.8638], [0.3697, -4.4273, -1.3601], [-0.8305, -4.8497, -1.9098], [-1.8976, -3.9692, -1.9349], [-1.7246, -2.6950, -1.4069], [-0.5714, -2.2822, -0.8843], [4.7751, -1.0726, 1.3962], [4.2232, -3.4912, 1.8378], [2.1982, -4.4527, 0.7423], [3.3344, 0.2102, -0.1308], [1.2360, -5.0758, -1.3370], [-0.9243, -5.8493, -2.3178], [-2.8547, -4.2509, -2.3550], [-2.5323, -1.9738, -1.3678], [-0.8387, 2.3332, 3.4652], [0.5865, 1.9655, 3.7777], [0.9211, 1.4747, 5.0644], [2.2116, 1.1276, 5.3227], [3.1986, 1.2839, 4.3239], [4.5534, 0.9666, 4.5764], [5.4716, 1.1802, 3.5819], [5.0810, 1.6923, 2.3363], [3.7569, 2.0076, 2.0096], [3.3573, 2.5824, 0.4371], [2.7788, 1.7950, 3.0632], [1.4780, 2.1089, 2.8316], [-1.4483, 2.3729, 4.3701], [-1.2914, 1.5761, 2.8224], [-0.8784, 3.3025, 2.9675], [0.1455, 1.3752, 5.8152], [2.5094, 0.7413, 6.2933], [4.8327, 0.5759, 5.5494], [6.5217, 0.9576, 3.7482], [5.8315, 1.8506, 1.5717], [0.4486, -3.2116, 3.6563], [-0.8573, -1.8995, 3.0468], [-2.1522, -3.0535, 2.2027], [-1.5800, -1.2126, 4.6992], [-0.0971, -0.7586, 2.1711], [-0.0158, -3.9293, 4.3354], [1.2619, -2.6901, 4.1605], [0.8480, -3.7312, 2.7865], [-2.4865, -3.7810, 2.9460], [-1.6528, -3.5703, 1.3828], [-2.9671, -2.4465, 1.8231], [-2.0245, -2.0154, 5.2899], [-2.3257, -0.4676, 4.4342], [-0.7504, -0.7620, 5.2426], [0.0672, -1.3092, -5.5011], [-0.1057, -0.8582, -4.0532], [0.5967, 0.7792, -3.5522], [-0.0757, 1.8646, -4.8853], [0.1357, 3.3527, -4.5909], [2.3692, 0.5320, -4.0273], [3.2874, 1.6419, -3.5101], [-0.3781, -2.2959, -5.6621], [1.1217, -1.3757, -5.7795], [-0.4150, -0.6147, -6.1917], [0.3354, -1.5886, -3.3691], [-1.1673, -0.7974, -3.7955], [-1.1496, 1.6529, -4.8999], [0.3317, 1.5889, -5.8647], [-0.2936, 3.6090, -3.6201], [-0.3559, 3.9709, -5.3475], [1.1952, 3.6169, -4.5862], [2.4861, 0.3957, -5.1080], [2.6503, -0.4135, -3.5497], [3.1004, 2.5892, -4.0183], [4.3393, 1.3865, -3.6628], [3.1368, 1.8067, -2.4416]], "forces_ev_per_a": [[0.32, 0.27, -0.30], [-0.06, -0.09, 0.06], [0.03, 0.03, -0.01], [0.06, -0.02, 0.00], [0.11, -0.07, 0.06], [-0.03, 0.03, 0.02], [0.00, 0.08, -0.14], [-0.15, 0.01, 0.09], [-0.16, -0.18, 0.14], [-0.05, 0.02, -0.04], [0.03, 0.03, 0.03], [0.03, -0.03, 0.00], [-0.03, -0.05, 0.02], [0.03, 0.05, 0.00], [0.00, -0.02, -0.02], [-0.01, 0.03, -0.03], [-0.01, -0.02, 0.02], [-0.02, 0.01, -0.01], [-0.02, 0.01, 0.03], [0.03, 0.01, 0.00], [-0.05, -0.01, 0.02], [-0.04, 0.03, -0.03], [-0.02, 0.04, -0.04], [-0.02, -0.03, -0.01], [-0.01, -0.07, 0.03], [0.03, 0.08, -0.04], [-0.07, -0.16, -0.02], [0.01, 0.07, 0.05], [0.05, 0.12, 0.11], [-0.02, -0.05, -0.03], [0.07, 0.00, 0.03], [-0.09, 0.04, -0.01], [0.11, 0.02, 0.04], [-0.08, -0.04, -0.18], [-0.01, -0.03, 0.01], [0.00, 0.00, 0.00], [0.01, 0.00, 0.01], [-0.03, -0.04, -0.03], [0.00, -0.01, -0.01], [0.00, 0.00, 0.00], [0.01, -0.02, 0.00], [0.00, 0.01, 0.00], [0.03, -0.02, 0.04], [-0.02, 0.01, -0.01], [-0.01, -0.05, -0.01], [-0.02, 0.01, -0.03], [-0.08, 0.04, -0.09], [0.04, -0.02, -0.01], [-0.04, 0.03, -0.03], [-0.09, -0.05, 0.06], [0.19, -0.11, -0.05], [-0.09, 0.21, 0.02], [0.06, -0.03, 0.12], [-0.01, 0.04, 0.00], [0.02, 0.04, 0.02], [0.00, -0.03, -0.03], [0.00, -0.04, -0.06], [0.02, 0.02, 0.02], [-0.02, 0.00, 0.01], [0.03, 0.00, -0.02], [-0.01, -0.01, 0.03], [-0.02, 0.02, -0.03], [-0.04, 0.05, 0.05], [-0.21, -0.29, 0.35], [0.05, 0.00, 0.03], [-0.04, -0.10, -0.04], [0.35, 0.20, -0.22], [0.01, 0.00, 0.00], [-0.01, 0.02, -0.01], [0.00, 0.01, 0.00], [-0.03, 0.02, -0.01], [0.00, 0.02, -0.01], [0.02, 0.02, -0.02], [0.00, 0.00, -0.01], [-0.01, 0.00, -0.01], [-0.01, -0.01, 0.00], [0.01, 0.01, -0.01], [-0.03, 0.01, -0.04], [-0.06, -0.07, 0.20], [0.02, 0.06, 0.00], [-0.05, -0.04, -0.01], [0.02, 0.01, 0.02], [-0.03, -0.04, -0.01], [0.00, 0.01, 0.01], [-0.01, 0.00, 0.00], [0.00, -0.01, 0.00], [0.01, 0.00, 0.00], [0.01, 0.01, -0.01], [0.00, 0.00, 0.01], [0.03, 0.00, 0.00], [0.01, 0.00, 0.00], [0.01, -0.01, -0.01], [0.00, 0.00, 0.02], [-0.01, 0.02, -0.02], [0.00, 0.00, 0.00], [-0.02, 0.00, 0.00], [0.00, 0.00, 0.00], [0.02, 0.01, 0.01]], "e_above_lowest_kj_mol": 0.00, "gap_ev": 4.918, "total_charge": -2}



no.,DFT total energy (eV)
1,-57308.7047
2,-136957.8364